1.
Density functional theory data (ωB97M-V with the def2-TZVPD basis set) for a single C2H4F2NOPS molecule at a distorted geometry.

Atoms and positions in Å:
1 S 3.417 -1.662 0.079
2 P 2.185 -0.197 0.010
3 F 2.271 0.783 -1.229
4 F 2.307 0.923 1.121
5 O -0.270 1.670 -0.085
6 N 0.214 -0.510 0.068
7 C -2.091 0.069 -0.025
8 C -0.650 0.533 -0.020
9 H -2.255 -0.618 -0.850
10 H -2.748 0.928 -0.130
11 H -0.070 -1.473 0.157
12 H -2.313 -0.447 0.906

## Properties
- Lowest unoccupied orbital energy: 0.3 eV
- Orbital gap: 0.3880 Ha
- Charge: 0
- Strongest force on any atom: 5.195 eV Å⁻¹
- Relative energy (zero: lowest compared OMol25 entry of this formula, charge and spin): 0.189 eV
- E_tot: -1147.98018 hartree
- SMILES: CC(=O)NP(F)(F)=S
- Molecular weight: 159.1 g mol⁻¹



2.
Density functional theory data (ωB97M-V with the def2-TZVPD basis set) for a molecular structure, C39H35ClIrN4OPS at a distorted geometry.

Atoms and positions in Å:
1 Ir 0.186 -0.179 0.863
2 Cl -0.520 -2.986 1.438
3 S 0.725 2.306 -0.198
4 P -0.052 -1.257 -1.146
5 O 2.051 1.957 -0.825
6 N 0.894 0.334 2.626
7 N 2.226 -0.305 0.466
8 N 2.248 0.407 2.752
9 N -1.564 0.280 1.881
10 C -1.980 -2.935 -2.305
11 C -3.436 1.850 1.704
12 C -1.229 -2.617 -1.174
13 C 3.703 -3.801 -0.179
14 C -2.042 0.590 5.480
15 C -3.104 -4.675 -1.084
16 C 2.801 -4.243 -1.087
17 C -4.618 2.226 1.092
18 C 2.909 0.074 1.709
19 C 4.003 -1.309 -1.025
20 C 0.048 0.418 3.630
21 C 0.560 4.894 0.568
22 C -1.269 1.231 -4.089
23 C -1.359 0.403 3.177
24 C -0.087 3.489 -1.303
25 C -1.110 0.599 -2.867
26 C 0.563 4.822 -0.953
27 C -2.369 -4.372 0.058
28 C 4.344 0.307 1.700
29 C -5.167 1.439 0.086
30 C 5.193 0.178 0.658
31 C -2.791 0.676 1.303
32 C 1.574 -2.135 -1.059
33 C 4.980 -0.441 -0.620
34 C -4.519 0.280 -0.324
35 C 1.080 3.553 1.088
36 C -1.449 -3.347 -0.006
37 C -2.913 -3.962 -2.258
38 C 1.709 -3.410 -1.487
39 C -0.659 0.660 5.892
40 C -2.391 0.484 4.186
41 C 0.363 0.565 5.009
42 C -0.454 0.886 -5.161
43 C 0.664 -0.752 -3.803
44 C 2.660 -1.519 -0.250
45 C 3.660 -2.449 0.278
46 C 0.512 -0.100 -5.017
47 C -3.327 -0.093 0.270
48 C -0.143 -0.400 -2.722
49 H 4.466 -4.453 0.223
50 H -3.489 -4.205 -3.140
51 H 4.055 -1.792 -1.990
52 H 0.002 5.640 -1.401
53 H 1.141 -0.368 -5.855
54 H -1.834 -2.376 -3.220
55 H 0.644 3.242 2.036
56 H -2.811 0.594 6.241
57 H 1.404 -1.536 -3.704
58 H -0.458 5.057 0.926
59 H 4.298 -2.144 1.094
60 H -5.110 3.140 1.394
61 H 1.396 0.594 5.321
62 H 5.752 -0.244 -1.357
63 H -3.428 0.388 3.900
64 H -3.831 -5.475 -1.047
65 H -2.835 -1.015 -0.014
66 H -2.989 2.488 2.456
67 H 2.844 -5.260 -1.453
68 H 0.073 3.124 -2.315
69 H 4.720 0.740 2.619
70 H -0.442 0.762 6.947
71 H -0.577 1.383 -6.114
72 H 2.367 0.532 -0.201
73 H -1.750 0.863 -2.030
74 H -6.097 1.734 -0.380
75 H 1.579 4.853 -1.350
76 H 1.173 5.709 0.949
77 H -2.513 -4.926 0.975
78 H -2.030 1.990 -4.212
79 H 0.920 -3.869 -2.070
80 H -4.951 -0.336 -1.101
81 H 6.195 0.565 0.799
82 H -1.154 3.468 -1.064
83 H 2.168 3.516 1.162

## Properties
- Lowest unoccupied orbital energy (alpha / beta): -10.9 / -10.9 eV
- Orbital gap (alpha / beta): 0.1399 / 0.1805 Ha
- Charge: +3
- Strongest force on any atom: 3.083 eV Å⁻¹
- Relative energy (zero: lowest compared OMol25 entry of this formula, charge and spin): 3.795 eV
- E_tot: -3104.44004 hartree
- Multiplicity: 2
- Molecular weight: 866.4 g mol⁻¹



3.
Density functional theory data (ωB97M-V with the def2-TZVPD basis set) for a molecular structure, C20H40NP3SSeTc at a distorted geometry.

Atoms and positions in Å:
1 Tc 0.425 -0.557 0.058
2 Se 1.752 0.037 -1.868
3 S 3.251 2.492 2.257
4 P 1.255 -2.664 0.010
5 P -1.076 -0.591 2.044
6 P -1.377 -0.943 -1.204
7 N 1.807 0.521 1.369
8 C -0.605 0.214 3.633
9 C 2.349 0.079 2.588
10 C 1.615 3.940 -4.551
11 C 2.271 -3.211 1.436
12 C 0.153 -4.127 -0.166
13 C 2.474 -3.123 -1.311
14 C 2.057 1.578 -4.275
15 C -1.331 3.839 1.670
16 C 2.132 2.736 -5.049
17 C 0.912 2.818 -2.520
18 C -2.289 0.625 -1.435
19 C -2.703 4.048 2.204
20 C 0.997 3.976 -3.297
21 C -1.094 -1.439 -2.941
22 C -2.690 -2.144 -0.763
23 C -1.366 -2.305 2.671
24 C -2.793 0.086 2.015
25 C 1.492 1.635 -2.983
26 C 3.153 1.017 3.190
27 C 2.201 1.768 1.085
28 H -3.542 4.063 1.511
29 H 0.442 2.814 -1.536
30 H -1.480 0.230 4.303
31 H -0.284 1.249 3.464
32 H 0.207 -0.325 4.136
33 H 0.777 -5.029 -0.067
34 H -1.050 2.760 1.471
35 H -1.981 -2.248 3.580
36 H -0.589 4.215 2.399
37 H -3.108 -1.975 0.235
38 H -0.618 -4.144 0.615
39 H 2.785 -4.140 1.147
40 H 3.028 -2.453 1.680
41 H -1.620 1.378 -1.873
42 H 1.641 -3.411 2.312
43 H -0.429 -0.723 -3.443
44 H 2.584 2.706 -6.042
45 H -0.650 -2.441 -2.991
46 H -2.299 -3.168 -0.813
47 H -1.887 -2.913 1.926
48 H 2.103 -0.914 2.970
49 H -0.407 -2.779 2.916
50 H 2.469 0.641 -4.647
51 H 1.992 -3.140 -2.298
52 H 0.569 4.904 -2.914
53 H -2.764 1.173 1.861
54 H 1.702 4.858 -5.133
55 H 1.938 2.264 0.151
56 H -0.313 -4.136 -1.160
57 H -2.832 4.241 3.268
58 H 2.854 -4.131 -1.086
59 H -3.484 -2.029 -1.513
60 H -2.077 -1.447 -3.433
61 H -3.121 0.428 -2.124
62 H -3.417 -0.374 1.244
63 H 3.321 -2.422 -1.325
64 H -2.679 1.006 -0.483
65 H -3.246 -0.113 2.998
66 H 3.680 0.867 4.125
67 H -1.187 4.353 0.701

## Properties
- Lowest unoccupied orbital energy (alpha / beta): -15.0 / -15.4 eV
- Orbital gap (alpha / beta): 0.1603 / 0.1543 Ha
- Charge: +4
- Strongest force on any atom: 3.490 eV Å⁻¹
- Relative energy (zero: lowest compared OMol25 entry of this formula, charge and spin): 0.470 eV
- E_tot: -4743.67675 hartree
- Multiplicity: 4
- Molecular weight: 596.5 g mol⁻¹



4.
Density functional theory data (ωB97M-V with the def2-TZVPD basis set) for a molecular structure, C40H28ClF10GeO4PPd at a distorted geometry.

Atoms and positions in Å:
1 Pd 0.976 0.473 -0.962
2 Ge 0.748 -2.297 -2.532
3 Cl 2.432 2.312 -1.617
4 P 0.003 1.548 1.427
5 F -3.404 7.387 2.112
6 F 5.520 2.193 5.219
7 F -3.073 -3.771 4.230
8 F 4.134 1.817 6.818
9 F -0.877 -0.171 -1.190
10 F -4.556 -3.209 2.784
11 F 4.366 3.808 6.033
12 F -3.699 7.010 0.011
13 F -1.879 7.921 0.698
14 F -4.543 -2.277 4.713
15 O 1.095 2.779 -1.412
16 O 3.295 3.442 -1.678
17 O 2.867 1.476 -0.532
18 O 2.517 1.586 -2.839
19 C 0.247 0.142 -4.058
20 C -1.052 3.964 2.528
21 C 4.267 2.499 5.660
22 C -1.657 5.188 2.394
23 C 2.380 -6.027 -1.379
24 C -0.955 3.087 1.430
25 C -3.174 -0.288 3.313
26 C 0.364 1.073 -5.074
27 C -1.531 -3.249 -0.963
28 C -1.610 -1.991 2.568
29 C -2.345 0.689 2.815
30 C 1.580 -4.143 -2.682
31 C -2.055 4.734 0.038
32 C 1.204 1.809 2.766
33 C 3.200 2.245 4.670
34 C 1.724 -0.461 -6.308
35 C -0.794 -1.007 2.066
36 C 0.867 -1.103 -4.145
37 C -3.846 -2.852 -1.413
38 C -3.508 -2.329 -2.647
39 C -3.715 -2.691 3.725
40 C -1.460 3.509 0.184
41 C -2.181 -2.247 -3.028
42 C 2.375 -6.151 -3.769
43 C 1.610 -1.384 -1.100
44 C -2.806 -1.637 3.214
45 C -1.130 0.350 2.210
46 C 1.866 -4.747 -1.460
47 C -2.775 6.930 0.998
48 C 2.644 -6.732 -2.542
49 C 3.220 2.949 3.450
50 C 2.189 1.303 4.911
51 C -1.174 -2.682 -2.179
52 C 2.239 2.730 2.522
53 C 1.624 -1.379 -5.275
54 C -2.175 5.591 1.152
55 C 1.839 -4.875 -3.834
56 C 1.097 0.769 -6.209
57 C -2.854 -3.333 -0.577
58 C 1.210 1.092 3.973
59 H 2.584 -6.701 -4.681
60 H 2.293 -0.708 -7.197
61 H 2.190 0.744 5.836
62 H -2.432 5.064 -0.919
63 H -4.287 -1.966 -3.307
64 H -2.633 1.729 2.889
65 H 2.258 3.252 1.575
66 H -4.879 -2.879 -1.095
67 H 0.118 -1.250 1.527
68 H 1.681 -4.187 -0.553
69 H -1.349 -3.036 2.475
70 H 3.052 -7.732 -2.490
71 H 1.185 1.492 -7.012
72 H -1.341 2.850 -0.666
73 H -0.642 3.664 3.483
74 H 2.578 -6.476 -0.413
75 H -0.106 2.044 -4.973
76 H -3.125 -3.757 0.380
77 H -4.107 -0.031 3.794
78 H 0.437 0.360 4.160
79 H -1.921 -1.807 -3.985
80 H -0.753 -3.602 -0.298
81 H 2.669 -1.553 -0.898
82 H -0.369 0.383 -3.199
83 H -1.748 5.855 3.242
84 H 2.140 -2.327 -5.360
85 H 4.021 3.650 3.259
86 H 1.617 -4.449 -4.804

## Properties
- Lowest unoccupied orbital energy: 4.0 eV
- Orbital gap: 0.1375 Ha
- Charge: -2
- Strongest force on any atom: 3.821 eV Å⁻¹
- Relative energy (zero: lowest compared OMol25 entry of this formula, charge and spin): 2.919 eV
- E_tot: -5846.78711 hartree
- Molecular weight: 1008.1 g mol⁻¹



5.
Density functional theory data (ωB97M-V with the def2-TZVPD basis set) for a single C5H12N4 molecule at a distorted geometry.

Atoms and positions in Å:
1 N -0.384 0.103 2.006
2 N -1.585 -1.094 -2.052
3 N 2.450 0.824 -0.224
4 N 1.838 -0.690 1.990
5 C -1.065 -0.191 -1.122
6 C 1.074 0.656 0.127
7 C 0.233 -0.265 -0.771
8 C -2.001 0.934 -0.789
9 C 0.814 -0.036 1.287
10 H -1.161 0.323 1.398
11 H -1.072 -1.953 -2.172
12 H 1.762 -0.601 2.997
13 H 2.557 1.616 -0.854
14 H -1.466 1.719 -0.262
15 H -2.810 0.603 -0.131
16 H 0.836 -1.022 -1.275
17 H 2.745 -0.332 1.711
18 H 2.874 0.013 -0.672
19 H -2.440 1.328 -1.708
20 H -0.614 -0.723 2.551
21 H -2.585 -1.212 -2.036

## Properties
- Lowest unoccupied orbital energy: 1.0 eV
- Orbital gap: 0.2825 Ha
- Charge: 0
- Strongest force on any atom: 3.587 eV Å⁻¹
- Relative energy (zero: lowest compared OMol25 entry of this formula, charge and spin): 2.096 eV
- E_tot: -416.66841 hartree
- SMILES: C/C(N)=C\C(N)=C(N)N
- Molecular weight: 128.2 g mol⁻¹



6.
Density functional theory data (ωB97M-V with the def2-TZVPD basis set) for a molecular structure, C7H7FeN2O6 at a distorted geometry.

Atoms and positions in Å:
1 Fe 1.093 -0.207 -1.984
2 O -0.459 2.010 -3.423
3 O 2.837 1.882 -1.023
4 O -0.872 -4.538 -0.187
5 O 2.300 -2.064 0.100
6 O 2.206 -1.178 -4.456
7 O -0.025 0.758 0.616
8 N -1.289 0.871 2.553
9 N -2.167 -0.120 0.574
10 C -1.025 -3.818 -1.152
11 C -1.070 0.560 1.237
12 C 2.150 1.071 -1.455
13 C -0.298 1.483 3.471
14 C 2.100 -1.439 -0.903
15 C 0.223 1.131 -3.209
16 C 1.474 -0.890 -3.555
17 H 0.762 1.507 3.116
18 H -0.499 2.547 3.703
19 H -3.102 0.196 0.872
20 H -0.193 0.942 4.431
21 H 0.125 -1.257 -1.713
22 H -2.078 0.092 -0.431
23 H -2.195 0.463 2.817

## Properties
- Lowest unoccupied orbital energy (alpha / beta): -9.8 / -13.3 eV
- Orbital gap (alpha / beta): 0.2439 / 0.1102 Ha
- Charge: +2
- Strongest force on any atom: 15.759 eV Å⁻¹
- Relative energy (zero: lowest compared OMol25 entry of this formula, charge and spin): 2.925 eV
- E_tot: -2094.61880 hartree
- Multiplicity: 6
- Molecular weight: 271.0 g mol⁻¹